A 2-piece molecular cluster, C3H10NO overall. Source: the OMol25 dataset; level of theory: the ωB97M-V functional and the def2-TZVPD basis.

Calculated values
HOMO energy (alpha / beta)   -21.7 / -22.1 eV
Net charge   +2
Lowest unoccupied orbital energy (alpha / beta)   -9.94 / -13.83 eV
Energy   -6789.0886 eV
Multiplicity   2
Energy above the lowest of the compared OMol25 structures with the same formula, charge and spin   66.9 kcal/mol
HOMO-LUMO gap (alpha / beta)   11.760 / 8.229 eV

Element x y z (Å)
H: 0.33 -1.13 -2.25
C: -1.26 -1.70 -0.93
H: 0.82 -1.31 -0.66
H: -1.54 -1.32 0.08
C: 0.03 1.05 1.03
H: 2.02 0.49 1.56
H: -1.99 -1.26 -1.63
C: 0.97 0.55 1.91
H: -0.09 2.21 -0.49
H: -0.94 1.39 1.36
N: 0.05 -1.00 -1.27
H: -1.03 -2.77 -0.70
O: 0.38 1.38 -0.25
H: 0.65 0.50 2.94
H: -0.02 0.08 -1.02